This record from the Open Molecules 2025 dataset describes a 3-piece molecular cluster, C27H60BN4O9P overall in a non-equilibrium geometry. The level of theory is wB97M-V/def2-TZVPD.

Geometry as XYZ:
```
102
Properties=species:S:1:pos:R:3:lowdin_charge:R:1
C 8.0861 5.6272 0.2934 -0.105
C 7.4703 4.3547 0.9143 -0.152
B 5.9996 4.5680 1.4664 -0.413
O 5.5958 5.8983 1.6356 0.112
C 4.9436 3.4041 1.8273 -0.146
C 5.8444 2.2295 2.3599 -0.107
C 5.2294 1.2738 3.4198 -0.363
C 5.8007 1.5403 4.8379 -0.055
C 5.6808 -0.1675 3.0327 -0.070
C 4.3110 3.9296 3.1436 -0.441
O 4.8527 4.4478 4.0330 0.190
N 2.9194 3.6126 3.1041 0.079
C 2.5995 3.6809 1.6770 -0.504
C 2.2868 5.1912 1.4752 -0.052
P 0.9167 2.8449 1.6045 0.897
O 0.0348 3.4317 2.8825 -0.257
O 0.1899 3.5602 0.3339 -0.245
C 3.7817 3.0652 0.8178 -0.270
C 3.5791 1.5487 0.6820 -0.104
C 2.6507 1.1083 -0.4420 -0.314
O 2.6597 0.0008 -0.8213 0.089
C 3.6823 3.8336 -0.5212 -0.165
N 4.3402 3.2708 -1.6909 -0.084
C 5.6948 2.7987 -1.5296 -0.097
H 7.4995 6.0191 -0.5315 0.070
H 8.1222 6.3653 1.0863 0.072
H 9.1201 5.4279 0.0282 0.071
H 7.5888 3.4831 0.2772 0.082
H 8.0828 4.1532 1.8020 0.115
H 5.3828 6.2625 0.7635 0.112
H 6.1923 1.6779 1.4907 0.097
H 6.7481 2.6202 2.8135 0.108
H 4.1478 1.2404 3.4184 0.099
H 6.3617 0.6882 5.2024 0.066
H 4.9810 1.7284 5.5276 0.077
H 6.4625 2.3994 4.8501 0.073
H 5.7520 -0.2915 1.9554 0.061
H 5.0021 -0.9289 3.4100 0.081
H 6.6782 -0.3610 3.4149 0.073
H 2.6215 2.7784 3.5977 0.112
H 1.4668 5.4225 2.1487 0.078
H 1.9128 5.4330 0.4878 0.072
H 3.1048 5.8537 1.7526 0.087
H 0.4163 3.0800 3.6990 0.047
H -0.7261 3.2385 0.2743 0.057
H 4.5022 1.0096 0.5275 0.102
H 3.1105 1.1979 1.5951 0.100
H 1.9406 1.8499 -0.8569 0.107
H 2.6240 3.8680 -0.7652 0.106
H 3.9801 4.8791 -0.4439 0.120
H 3.7516 2.6541 -2.2281 0.099
H 6.3624 3.6525 -1.4707 0.074
H 5.8597 2.0859 -0.7171 0.072
H 5.9790 2.2867 -2.4467 0.091
C -3.5264 -3.6442 0.5553 -0.108
O -2.1939 -3.4718 0.1118 -0.187
C -2.0508 -3.6314 -1.2982 -0.204
C -1.6793 -2.3140 -1.9471 -0.205
N -2.7990 -1.3767 -1.9020 -0.047
C -2.4509 -0.0131 -2.2910 -0.198
C -1.4764 0.7509 -1.3987 -0.226
O -1.9858 1.0479 -0.1060 -0.203
C -1.7944 0.0232 0.8633 -0.095
H -3.5243 -3.6218 1.6449 0.090
H -4.1698 -2.8342 0.1945 0.073
H -3.9274 -4.6045 0.2238 0.078
H -2.9534 -4.0539 -1.7486 0.111
H -1.2343 -4.3419 -1.4585 0.123
H -1.4018 -2.4921 -2.9899 0.124
H -0.7998 -1.9203 -1.4208 0.108
H -3.1675 -1.3562 -0.9597 0.068
H -3.3853 0.5541 -2.3215 0.118
H -2.0593 -0.0273 -3.3129 0.119
H -1.2958 1.7195 -1.8755 0.118
H -0.4990 0.2598 -1.3263 0.106
H -0.8817 -0.5476 0.6804 0.091
H -2.6541 -0.6493 0.9060 0.073
H -1.7085 0.5061 1.8375 0.081
C -9.8010 -3.7638 -3.7986 -0.116
O -9.7748 -4.1999 -2.4517 -0.197
C -10.1259 -5.5696 -2.2844 -0.217
C -8.9334 -6.3725 -1.8053 -0.215
N -7.9257 -6.4934 -2.8533 -0.051
C -6.6535 -7.0464 -2.3957 -0.199
C -5.8415 -6.2275 -1.3949 -0.231
O -5.3369 -5.0101 -1.9167 -0.207
C -6.2228 -3.9053 -1.8292 -0.093
H -9.6345 -2.6876 -3.8012 0.088
H -9.0098 -4.2381 -4.3887 0.080
H -10.7717 -3.9677 -4.2598 0.087
H -10.5445 -5.9935 -3.2014 0.122
H -10.9027 -5.6078 -1.5149 0.121
H -9.2677 -7.3722 -1.5131 0.123
H -8.5339 -5.8702 -0.9144 0.106
H -7.7529 -5.5773 -3.2467 0.069
H -6.0340 -7.1876 -3.2852 0.119
H -6.8330 -8.0418 -1.9774 0.118
H -4.9615 -6.8228 -1.1323 0.121
H -6.3818 -6.0530 -0.4570 0.112
H -6.8772 -3.9699 -0.9563 0.094
H -6.8217 -3.8092 -2.7377 0.075
H -5.6168 -3.0016 -1.7436 0.075
```

## Properties
F_max, eV/Å: 3.9
HOMO, eV: -8.39
Energy above the lowest of the compared OMol25 structures with the same formula, charge and spin, kJ/mol: 91.8
SMILES: CCB(O)[C@@]1(CC(C)C)C(=O)N[C@](C)(P(O)O)[C@@]1(CC=O)CNC.COCCNCCOC.COCCNCCOC
LUMO, eV: 0.495
E_tot, eV: -63322.93618